Below is 3 unconnected molecules or ions with the total composition C2H10N2O2 at a distorted geometry, with properties calculated with ωB97M-V with the def2-TZVPD basis set.

```
! RIJCOSX wB97M-V def2-TZVPD def2/J DEFGRID3
* xyz 0 1
C 0.93095 0.47018 2.06886
N -0.70246 2.15029 0.76719
C 0.43864 1.70442 0.11727
N 1.26765 0.91362 0.71726
H -0.15007 0.17352 2.09191
H 1.04109 1.33602 2.73615
H 1.53426 -0.40166 2.30435
H -1.43674 2.47680 0.16055
H -0.76887 1.99833 1.75191
H 0.73620 2.17379 -0.80979
H -1.71113 -3.03541 -2.50399
H -2.28059 -2.20007 -1.41403
O -2.29492 -3.12196 -1.72565
H 1.34842 -1.21719 -2.72384
H 0.61757 -1.56947 -1.54601
O 1.43001 -1.85120 -1.99217
*
```

Properties
Energy relative to the best compared isomer or geometry (same formula, charge and spin) = 27.14 kcal per mole
Highest occupied orbital energy = -9.24 eV
SMILES = C/N=C\N.O.O
Kohn-Sham gap = 0.34956 Eh

The computed Löwdin charges, all in e, follow:
1 C -0.16
2 N 0.07
3 C -0.30
4 N -0.06
5 H 0.08
6 H 0.08
7 H 0.07
8 H 0.08
9 H 0.06
10 H 0.10
11 H 0.04
12 H 0.03
13 O -0.07
14 H 0.04
15 H 0.02
16 O -0.07

Below is 3 unconnected molecules or ions with the total composition C2H10N2O2 at a distorted geometry, with properties calculated with ωB97M-V with the def2-TZVPD basis set.

```
! RIJCOSX wB97M-V def2-TZVPD def2/J DEFGRID3
* xyz 0 1
C -0.46503 1.64015 -1.56435
N 0.54362 -1.02757 -1.74711
C -0.17029 -0.55237 -0.66555
N -0.67959 0.59769 -0.56289
H -0.18979 2.50073 -0.96159
H -1.41218 1.83813 -2.05933
H 0.26871 1.38065 -2.32888
H 1.11980 -1.83232 -1.63484
H 0.67855 -0.45686 -2.56627
H -0.31799 -1.33136 0.07102
H 1.26513 -0.35429 2.16435
H 2.37828 0.46452 1.71093
O 1.99560 -0.41549 1.54321
H -1.74138 0.60147 2.13744
H -1.52349 -0.95441 1.75530
O -1.47847 -0.28146 2.44119
*
```

Properties
Energy relative to the best compared isomer or geometry (same formula, charge and spin) = 16.65 kcal per mole
Highest occupied orbital energy = -9.01 eV
SMILES = C/N=C\N.O.O
Kohn-Sham gap = 0.36092 Eh

The computed Löwdin charges, all in e, follow:
1 C -0.13
2 N 0.09
3 C -0.33
4 N -0.05
5 H 0.07
6 H 0.07
7 H 0.05
8 H 0.08
9 H 0.07
10 H 0.10
11 H 0.02
12 H 0.05
13 O -0.07
14 H 0.04
15 H 0.01
16 O -0.07

Below is 2 unconnected molecules or ions with the total composition C2H10N2O2 at a distorted geometry, with properties calculated with ωB97M-V with the def2-TZVPD basis set.

```
! RIJCOSX wB97M-V def2-TZVPD def2/J DEFGRID3
* xyz 0 1
N 1.18877 -0.52690 0.94097
C 0.95314 0.43855 1.92631
O 1.36121 0.00123 3.19259
H 2.03108 -1.02258 0.77305
H 0.36762 -1.12920 0.76306
H 1.49063 1.36780 1.59759
H -0.07664 0.84597 2.04047
H 1.00728 -0.83768 3.48056
N -1.29716 -1.00970 -1.82593
C -1.30196 0.35305 -2.22239
O -0.20541 1.06215 -1.55535
H -1.26761 -1.11271 -0.80877
H -0.39011 -1.34999 -2.09448
H -1.03154 0.41578 -3.22504
H -2.24043 0.92142 -2.10696
H -0.58886 1.58281 -0.87566
*
```

Properties
Energy relative to the best compared isomer or geometry (same formula, charge and spin) = 35.26 kcal per mole
Highest occupied orbital energy = -9.23 eV
SMILES = NCO.NCO
Kohn-Sham gap = 0.36630 Eh

The computed Löwdin charges, all in e, follow:
1 N 0.02
2 C -0.40
3 O -0.07
4 H 0.07
5 H 0.07
6 H 0.12
7 H 0.12
8 H 0.08
9 N 0.02
10 C -0.32
11 O -0.08
12 H 0.06
13 H 0.07
14 H 0.09
15 H 0.12
16 H 0.04

Below is 3 unconnected molecules or ions with the total composition C2H10N2O2 at a distorted geometry, with properties calculated with ωB97M-V with the def2-TZVPD basis set.

```
! RIJCOSX wB97M-V def2-TZVPD def2/J DEFGRID3
* xyz 0 1
C -0.44119 -1.13604 -1.19548
C 0.13857 0.03852 -0.85686
N -0.68187 0.93240 -0.21744
N 0.40637 -2.22626 -1.55319
H -1.58728 -1.27266 -1.28376
H 1.07391 0.55951 -1.39283
H -1.35170 0.41058 0.39194
H -0.17255 1.54676 0.40128
H -0.00218 -2.80565 -2.30717
H 0.59218 -2.83961 -0.85157
H -2.64134 3.31289 3.19552
H -2.98623 3.83950 4.62334
O -2.76578 4.09419 3.75045
H 3.28491 -1.96875 -1.49832
H 3.38734 -1.22668 -0.13652
O 3.74683 -1.25870 -1.06938
*
```

Properties
Energy relative to the best compared isomer or geometry (same formula, charge and spin) = 48.94 kcal per mole
Highest occupied orbital energy = -7.86 eV
SMILES = N/C=C/N.O.O
Kohn-Sham gap = 0.31052 Eh

The computed Löwdin charges, all in e, follow:
1 C -0.25
2 C -0.25
3 N -0.02
4 N -0.01
5 H 0.13
6 H 0.17
7 H 0.10
8 H 0.07
9 H 0.08
10 H 0.02
11 H 0.04
12 H 0.01
13 O -0.04
14 H 0.00
15 H 0.06
16 O -0.09

Below is 3 unconnected molecules or ions with the total composition C2H10N2O3 at a distorted geometry, with properties calculated with ωB97M-V with the def2-TZVPD basis set.

```
! RIJCOSX wB97M-V def2-TZVPD def2/J DEFGRID3
* xyz 0 1
C 1.91624 1.50698 -0.16724
N 1.92469 0.11742 0.32031
C 0.70518 -0.42145 0.63845
N 0.56328 -1.17773 1.80251
O -0.23069 -0.42083 -0.14523
H 0.93768 1.95098 -0.29794
H 2.50094 2.11079 0.53087
H 2.47434 1.58810 -1.09935
H 2.66459 -0.06779 0.97615
H 1.18844 -0.96859 2.56567
H -0.37292 -1.01279 2.14767
H -4.46071 -0.26160 0.79810
H -3.34268 -0.37096 -0.18176
O -3.87727 -0.93095 0.39132
H -0.12132 0.28798 -1.87129
H -0.75990 0.91876 -3.14901
O -0.05310 1.03828 -2.49382
*
```

Properties
Energy relative to the best compared isomer or geometry (same formula, charge and spin) = 15.27 kcal per mole
Highest occupied orbital energy = -9.99 eV
SMILES = CNC(N)=O.O.O
Kohn-Sham gap = 0.38873 Eh

The computed Löwdin charges, all in e, follow:
1 C -0.08
2 N 0.02
3 C -0.60
4 N 0.15
5 O 0.03
6 H 0.08
7 H 0.08
8 H 0.08
9 H 0.12
10 H 0.08
11 H 0.10
12 H 0.04
13 H 0.02
14 O -0.07
15 H 0.00
16 H 0.04
17 O -0.09

Below is a molecular structure, C2H10N2OSi at a distorted geometry, with properties calculated with ωB97M-V with the def2-TZVPD basis set.

```
! RIJCOSX wB97M-V def2-TZVPD def2/J DEFGRID3
* xyz 0 1
C -0.80626 -0.82181 -1.52622
C -0.75216 1.77210 0.04701
N 0.27716 -1.97563 1.89486
N 2.07872 0.32805 -0.53187
O -0.42518 -0.71223 1.47559
Si -0.20992 -0.01773 -0.01421
H 0.01078 -1.00390 -2.22686
H -1.34473 -1.75200 -1.26649
H -1.41560 -0.14794 -2.00683
H -1.77326 2.02873 -0.26253
H -0.84300 2.27957 1.01543
H -0.03289 2.22053 -0.61808
H -0.42395 -2.24820 2.56633
H 1.09535 -1.52381 2.18677
H 2.57047 0.42206 0.29586
H 1.99447 1.15223 -1.02878
*
```

Properties
Energy relative to the best compared isomer or geometry (same formula, charge and spin) = 94.59 kcal per mole
Highest occupied orbital energy = -8.51 eV
Kohn-Sham gap = 0.33881 Eh

The computed Löwdin charges, all in e, follow:
1 C -0.17
2 C -0.18
3 N 0.06
4 N -0.08
5 O -0.32
6 Si 0.60
7 H 0.04
8 H 0.05
9 H -0.01
10 H 0.03
11 H 0.04
12 H 0.01
13 H 0.08
14 H 0.05
15 H -0.10
16 H -0.11

Below is 2 unconnected molecules or ions with the total composition C2H10N2S2, with properties calculated with ωB97M-V with the def2-TZVPD basis set.

```
! RIJCOSX wB97M-V def2-TZVPD def2/J DEFGRID3
* xyz 0 1
C 1.05434 -0.56047 -2.16201
S 2.15793 -0.85074 -3.56138
S 1.89648 -2.89418 -3.81140
H 0.98131 0.52351 -2.12484
H 0.07331 -0.94901 -2.41115
H 1.38681 -0.97174 -1.21403
H 3.19756 -3.20420 -3.72622
N 0.08060 0.89218 1.71340
C -1.15480 0.52933 2.39087
N -2.32751 1.30537 1.99016
H 0.22638 1.89428 1.80027
H -0.10021 0.73996 0.72367
H -0.96364 0.57639 3.46577
H -1.33346 -0.52800 2.20631
H -2.13587 2.30294 2.01190
H -3.03922 1.19438 2.70868
*
```

Properties
Energy relative to the best compared isomer or geometry (same formula, charge and spin) = 9.11 kcal per mole
Highest occupied orbital energy = -8.63 eV
SMILES = CSS.NCN
Kohn-Sham gap = 0.33941 Eh

The computed Löwdin charges, all in e, follow:
1 C -0.52
2 S 0.36
3 S 0.29
4 H 0.02
5 H 0.02
6 H 0.03
7 H -0.21
8 N -0.01
9 C -0.40
10 N -0.02
11 H 0.06
12 H 0.05
13 H 0.10
14 H 0.10
15 H 0.06
16 H 0.06

Below is 2 unconnected molecules or ions with the total composition C2H10N2S2 at a distorted geometry, with properties calculated with ωB97M-V with the def2-TZVPD basis set.

```
! RIJCOSX wB97M-V def2-TZVPD def2/J DEFGRID3
* xyz 1 2
N -0.43876 -0.88356 -0.58258
C -1.05691 0.23466 0.18735
C -0.04857 1.29556 0.47443
N -0.82469 2.34143 1.25815
H -0.51521 -0.72588 -1.56921
H -1.00841 -1.73655 -0.44328
H -1.38504 -0.13176 1.18450
H -1.96812 0.67205 -0.33338
H 0.77010 0.93546 1.11279
H 0.39343 1.63609 -0.49557
H -0.16809 3.12823 1.52118
H -1.52418 2.76986 0.67306
S 2.42068 -2.26259 0.32493
S 2.35403 -2.51776 -1.78189
H 1.55463 -1.22267 0.27062
H 1.44510 -3.53258 -1.80110
*
```

Properties
Energy relative to the best compared isomer or geometry (same formula, charge and spin) = 19.99 kcal per mole
Highest occupied orbital energy (alpha / beta) = -12.80 / -12.80 eV
Kohn-Sham gap (alpha / beta) = 0.28272 / 0.13238 Eh

The computed Löwdin charges, all in e, follow:
1 N 0.02
2 C -0.27
3 C -0.30
4 N -0.01
5 H 0.08
6 H 0.11
7 H 0.13
8 H 0.15
9 H 0.10
10 H 0.12
11 H 0.10
12 H 0.06
13 S 0.60
14 S 0.44
15 H -0.19
16 H -0.13

Below is 2 unconnected molecules or ions with the total composition C2H10N3 at a distorted geometry, with properties calculated with ωB97M-V with the def2-TZVPD basis set.

```
! RIJCOSX wB97M-V def2-TZVPD def2/J DEFGRID3
* xyz 1 1
C -0.71928 0.53314 -2.05878
N 0.35260 -0.29598 -1.38502
H -0.74383 0.35436 -3.13319
H -1.67822 0.14157 -1.72538
H -0.45658 1.56241 -1.85765
H 1.28263 0.04861 -1.62581
H 0.31236 -1.28300 -1.63333
H 1.70258 -0.56429 1.50138
N -0.33942 0.72717 1.06916
C -0.19199 -0.08757 2.03853
N 0.95271 -0.83981 2.11129
H -1.08005 1.40756 1.14774
H 0.26741 -0.18459 -0.32246
H -0.86405 -0.25000 2.89046
H 1.20314 -1.26958 2.98305
*
```

Properties
Energy relative to the best compared isomer or geometry (same formula, charge and spin) = 19.30 kcal per mole
Highest occupied orbital energy = -13.67 eV
Kohn-Sham gap = 0.38424 Eh

The computed Löwdin charges, all in e, follow:
1 C -0.02
2 N 0.10
3 H 0.10
4 H 0.10
5 H 0.10
6 H 0.16
7 H 0.16
8 H 0.09
9 N 0.04
10 C -0.31
11 N 0.09
12 H 0.07
13 H 0.08
14 H 0.14
15 H 0.10

Below is 2 unconnected molecules or ions with the total composition C2H10N3O at a distorted geometry, with properties calculated with ωB97M-V with the def2-TZVPD basis set.

```
! RIJCOSX wB97M-V def2-TZVPD def2/J DEFGRID3
* xyz 0 2
N 2.14590 0.31670 -0.34981
C 1.25693 1.43879 -0.03593
N 0.46412 1.33867 1.20811
H 2.92852 0.21989 0.28927
H 1.62318 -0.53898 -0.20553
H 1.87860 2.33366 0.00181
H 0.50889 1.50708 -0.83608
H 0.07800 0.37861 1.27757
H 1.06639 1.51406 2.00435
N -2.50968 -1.67113 -0.38063
C -1.31935 -0.83374 -0.39592
O -0.41238 -1.17822 0.51391
H -2.98853 -1.69773 -1.27057
H -2.23624 -2.60737 -0.10249
H -0.83313 -0.74661 -1.41327
H -1.65122 0.22630 -0.30480
*
```

Properties
Energy relative to the best compared isomer or geometry (same formula, charge and spin) = 10.59 kcal per mole
Highest occupied orbital energy (alpha / beta) = -8.76 / -8.74 eV
Kohn-Sham gap (alpha / beta) = 0.35441 / 0.23557 Eh

The computed Löwdin charges, all in e, follow:
1 N -0.01
2 C -0.36
3 N -0.01
4 H 0.06
5 H 0.03
6 H 0.10
7 H 0.09
8 H 0.02
9 H 0.05
10 N 0.03
11 C -0.43
12 O -0.02
13 H 0.07
14 H 0.07
15 H 0.16
16 H 0.15

Below is 2 unconnected molecules or ions with the total composition C2H10N3O at a distorted geometry, with properties calculated with ωB97M-V with the def2-TZVPD basis set.

```
! RIJCOSX wB97M-V def2-TZVPD def2/J DEFGRID3
* xyz 1 1
C -0.11730 -1.60758 2.50770
O 0.07450 -0.18704 2.43916
H 0.57225 -2.06410 1.80228
H 0.11066 -1.97857 3.51469
H -1.12582 -1.91577 2.21870
H -0.60324 0.28819 2.93208
N 0.14361 -0.43602 -0.37716
C -0.02651 0.41308 -1.31054
N 0.46260 0.19256 -2.60874
N -0.49528 1.70792 -1.06455
H -0.04213 -0.23101 0.62244
H 0.57513 -1.33062 -0.58047
H 1.14983 0.89808 -2.85669
H -0.27556 0.30110 -3.30104
H 0.26619 2.37523 -1.07144
H -1.17160 2.03177 -1.73874
*
```

Properties
Energy relative to the best compared isomer or geometry (same formula, charge and spin) = 51.53 kcal per mole
Highest occupied orbital energy = -14.62 eV
Kohn-Sham gap = 0.37123 Eh

The computed Löwdin charges, all in e, follow:
1 C -0.13
2 O -0.14
3 H 0.07
4 H 0.10
5 H 0.09
6 H 0.11
7 N 0.31
8 C -0.39
9 N 0.12
10 N 0.13
11 H 0.10
12 H 0.16
13 H 0.12
14 H 0.12
15 H 0.12
16 H 0.11

Below is 2 unconnected molecules or ions with the total composition C2H10N3O at a distorted geometry, with properties calculated with ωB97M-V with the def2-TZVPD basis set.

```
! RIJCOSX wB97M-V def2-TZVPD def2/J DEFGRID3
* xyz 1 1
C 1.28618 1.50661 -0.91569
N 1.18816 0.17617 -0.31154
C 0.11798 -0.57527 -0.35668
N -0.07337 -1.38842 0.83056
N -0.68225 -0.73666 -1.42486
H 0.53857 2.08481 -0.47219
H 1.06167 1.39581 -2.05762
H 2.29217 1.95369 -0.91834
H 2.09633 -0.22557 0.05021
H -0.98439 -1.80938 0.88276
H 0.73469 -1.47565 1.40707
H -1.46670 -1.47800 -1.40863
H -0.13331 -0.66779 -2.33360
H -1.34623 1.17418 2.63242
H -1.83497 1.36858 1.19932
O -1.55132 0.71670 1.87421
*
```

Properties
Energy relative to the best compared isomer or geometry (same formula, charge and spin) = 49.90 kcal per mole
Highest occupied orbital energy = -14.34 eV
Kohn-Sham gap = 0.38921 Eh

The computed Löwdin charges, all in e, follow:
1 C -0.03
2 N 0.00
3 C -0.41
4 N 0.17
5 N 0.18
6 H 0.06
7 H 0.12
8 H 0.11
9 H 0.20
10 H 0.11
11 H 0.11
12 H 0.18
13 H 0.17
14 H 0.00
15 H 0.07
16 O -0.03